No. 1
Here is a molecular structure, C11H25AsIrN5O2 from the OMol25 dataset. Energies are from ωB97M-V/def2-TZVPD.

Its charge is +2. The value obtained for the lowest unoccupied orbital energy (alpha / beta) is -5.574 / -9.185 eV. Its orbital gap (alpha / beta) is 10.30 / 7.57 eV. The spin multiplicity is 5. The maximum force is 0.15 eV Å⁻¹.

Last column: Löwdin charge in e.
Atoms and positions in Å:
Ir -0.12793 0.14374 0.60110  1.31
N -0.94374 2.20733 0.09375  -0.08
C -2.35050 2.40607 0.55333  -0.20
C -2.52438 2.20802 2.05747  -0.08
C -2.30640 0.76972 2.45482  -0.53
O -3.10430 -0.02334 2.81042  0.20
O -0.95563 0.41097 2.30159  -0.27
H -0.34974 2.93033 0.49209  0.11
H -0.91618 2.30658 -0.92028  0.09
H -2.97679 1.70389 0.00215  0.12
H -2.66984 3.41272 0.28182  0.14
H -3.54459 2.47472 2.32878  0.15
H -1.84570 2.85114 2.62154  0.14
C -5.52654 -1.84061 -2.69480  -0.06
C -4.77649 -2.97996 -2.01285  -0.40
C -4.89014 -2.90878 -0.49405  -0.06
C -3.31907 -3.06507 -2.47275  -0.07
N -2.54844 -1.86175 -2.09888  -0.06
C -2.45580 -0.67135 -2.72624  -0.07
N -1.71875 0.13357 -2.00390  0.07
N -1.37868 -0.60759 -0.93793  -0.26
N -1.87064 -1.80026 -0.97642  0.12
H -6.58570 -1.88913 -2.44784  0.09
H -5.43983 -1.88559 -3.78205  0.09
H -5.17345 -0.86279 -2.35255  0.07
H -5.21017 -3.92550 -2.35047  0.15
H -4.51059 -1.95937 -0.10543  0.07
H -4.34689 -3.71828 -0.00578  0.09
H -5.93498 -2.97919 -0.19560  0.09
H -3.24396 -3.15194 -3.55602  0.14
H -2.79885 -3.90122 -2.01012  0.14
H -2.91527 -0.44152 -3.67288  0.16
C 2.96545 1.17310 2.24429  -0.25
As 2.36571 0.07247 0.77867  0.94
C 3.00232 -1.71111 1.13015  -0.26
C 3.29028 0.69569 -0.79376  -0.26
H 4.04563 1.05512 2.33108  0.06
H 2.48501 0.84863 3.16497  0.05
H 2.72942 2.21637 2.04612  0.04
H 4.08454 -1.66702 1.25225  0.06
H 2.75670 -2.36166 0.29332  0.04
H 2.54418 -2.08962 2.04162  0.05
H 4.36145 0.64600 -0.59790  0.06
H 3.00933 1.72380 -1.01154  0.04
H 3.04663 0.05511 -1.63888  0.04



No. 2
Here is 9 unconnected molecules or ions with the total composition C18H57N15O9 in a non-equilibrium geometry from the OMol25 dataset. Energies are from ωB97M-V/def2-TZVPD.

The value obtained for the lowest unoccupied orbital energy is 0.189 eV. Its orbital gap is 8.85 eV. The structure (SMILES) is COC[C@H](C)N.COC[C@H](C)N.COC[C@H](C)N.NC(N)=O.NC(N)=O.NC(N)=O.NC(N)=O.NC(N)=O.NC(N)=O. The spin multiplicity is 1. The maximum force is 10.04 eV Å⁻¹.

Last column: Löwdin charge in e.
Atoms and positions in Å:
C -3.04401 6.99255 26.17996  -0.11
O -4.35565 6.49899 25.98145  -0.23
C -5.17573 7.52626 25.47013  -0.20
C -6.53763 6.94643 25.06815  -0.39
C -6.47511 5.91555 23.90654  -0.05
N -7.37736 8.05448 24.55626  0.01
H -2.46227 7.27052 25.30108  0.08
H -2.47380 6.17047 26.61255  0.08
H -3.01582 7.87413 26.82038  0.10
H -5.39021 8.20504 26.29556  0.13
H -4.69671 8.06750 24.65422  0.13
H -7.10372 6.58520 25.92672  0.14
H -5.86314 5.06634 24.21056  0.05
H -6.14575 6.38748 22.98085  0.08
H -7.34074 5.29221 23.68242  0.08
H -7.30068 8.94851 25.01986  0.06
H -7.19583 8.36713 23.61318  0.06
C -2.52069 -4.84722 20.12940  -0.11
O -1.70659 -3.72009 19.95161  -0.16
C -1.08184 -3.32533 21.10755  -0.26
C -0.10232 -2.20529 20.83892  -0.43
C 1.12577 -2.94745 20.34623  -0.08
N 0.19007 -1.44183 22.04890  0.05
H -3.10022 -5.07733 19.23536  0.09
H -3.27374 -4.59468 20.87588  0.08
H -2.07377 -5.74814 20.54976  0.09
H -1.87223 -2.99852 21.78325  0.11
H -0.53811 -4.18220 21.50535  0.13
H -0.44812 -1.54515 20.04347  0.14
H 1.94943 -2.25972 20.15461  0.07
H 0.90738 -3.56725 19.47659  0.08
H 1.52516 -3.59732 21.12486  0.08
H 0.73504 -0.60045 21.92571  0.07
H -0.74798 -1.14540 22.27756  0.02
C -6.50232 -0.96472 21.67852  -0.14
O -6.17108 0.29538 21.18656  -0.19
C -4.81231 0.68095 21.41989  -0.20
C -4.36610 1.98345 20.78807  -0.39
C -2.83889 2.30179 20.91637  -0.05
N -4.99447 3.24051 21.25783  0.04
H -7.42747 -1.18012 21.14391  0.09
H -6.59469 -1.00074 22.76401  0.08
H -5.88762 -1.82473 21.41277  0.08
H -4.64393 0.64701 22.49628  0.10
H -4.27715 -0.14623 20.95355  0.12
H -4.65111 1.83980 19.74585  0.13
H -2.23915 1.52516 20.44176  0.06
H -2.57440 2.44760 21.96369  0.05
H -2.51468 3.22394 20.43405  0.07
H -5.97481 3.05180 21.10475  0.06
H -4.84563 3.21202 22.25639  0.03
N -2.52380 3.59543 25.40347  0.19
C -2.85900 2.62237 24.62810  -0.78
N -1.93142 1.72509 24.49490  0.22
O -3.97942 2.65724 24.16748  0.01
H -1.78396 3.43986 26.07320  0.09
H -3.17945 4.35586 25.51289  0.08
H -2.00936 0.84954 23.99746  0.05
H -0.98996 2.00243 24.73334  0.08
N 1.32061 0.80270 25.55954  0.17
C 0.99033 2.06271 25.78372  -0.85
N 1.23172 2.71472 24.78509  0.20
O 0.31950 2.45847 26.69746  0.04
H 0.84485 0.10328 26.11143  0.12
H 1.71535 0.54393 24.66662  0.10
H 1.70724 2.24147 24.03011  0.14
H 1.02184 3.70118 24.73085  0.08
N -3.84505 -1.39622 24.92422  0.20
C -2.69305 -1.51798 24.31808  -0.77
N -2.02127 -2.57465 24.64921  0.19
O -2.27456 -0.74883 23.49793  0.00
H -4.21790 -2.17612 25.44655  0.12
H -4.24661 -0.47540 24.81967  0.12
H -2.37402 -3.27207 25.28897  0.12
H -1.15672 -2.76059 24.16130  0.11
N -2.74565 3.18599 30.72526  0.17
C -1.62866 2.89583 30.11557  -0.77
N -1.78480 2.57854 28.84574  0.18
O -0.57254 2.78801 30.73177  0.00
H -2.74910 3.45156 31.69972  0.12
H -3.46191 3.47558 30.07472  0.04
H -0.95458 2.40794 28.29643  0.07
H -2.70651 2.61588 28.43445  0.08
N -5.09787 3.99906 26.87450  0.18
C -5.09911 3.66457 28.16136  -0.78
N -5.38722 2.39295 28.26461  0.17
O -4.79040 4.39941 29.03905  0.06
H -5.15062 4.95099 26.54115  0.07
H -5.41826 3.24473 26.28422  0.09
H -5.87488 2.00895 27.46785  0.11
H -5.10526 1.81868 29.04615  0.12
N 0.06729 6.68272 25.40502  0.16
C 0.81404 6.43341 24.34529  -0.73
N 1.29922 7.54159 23.88372  0.18
O 1.03170 5.30981 23.89249  0.02
H -0.07051 7.53583 25.92782  0.12
H -0.37026 5.87215 25.81928  0.10
H 1.00030 8.28759 24.49545  0.11
H 2.07747 7.47967 23.24295  0.13